# 1
Below is C14H25CoN4O6S as an isolated structure in a non-equilibrium geometry, with properties calculated with ωB97M-V with the def2-TZVPD basis set.

As for the spin multiplicity: 2. The net charge is -1. The total energy comes out at -2999.96890 Ha. The value obtained for the energy above the lowest of the compared OMol25 structures with the same formula, charge and spin is 25.2 kcal/mol. For the frontier orbital gap (alpha / beta), the calculation gives 0.2709 / 0.2708 hartree.

Each line ends with the Löwdin spin population.
Cartesian coordinates (Å):
H (-0.778, 0.797, 1.388)  0.000
C (3.271, -0.608, 1.662)  0.000
C (-3.132, 3.601, -2.520)  0.000
H (0.614, 1.115, -1.076)  0.000
H (3.107, -1.912, -0.042)  -0.001
H (-1.053, -0.299, -1.684)  0.000
H (-0.502, 0.059, 3.472)  0.000
C (1.043, 1.648, 0.951)  0.002
H (2.137, -1.961, 2.732)  0.000
H (1.458, -0.668, 4.401)  0.000
H (2.310, 1.564, -0.810)  -0.002
H (4.182, -1.142, 1.966)  0.000
C (-1.043, 1.892, -3.145)  0.000
H (0.558, 2.613, 0.764)  0.001
C (-2.244, 3.951, -3.531)  0.000
H (2.435, 0.635, 3.730)  0.001
H (-2.344, 0.112, -0.645)  0.000
H (-3.966, 4.252, -2.283)  0.000
O (-1.784, -1.312, 1.040)  0.041
C (3.034, -0.842, 0.161)  0.002
O (-2.059, -1.320, 3.458)  0.002
O (-0.287, -2.601, 2.388)  0.010
N (1.707, -0.418, -0.256)  -0.022
N (0.201, 0.699, 1.635)  0.016
N (2.115, -0.996, 2.437)  0.020
H (0.326, 1.633, 3.547)  0.000
C (1.454, 1.015, -0.389)  -0.003
O (-2.636, -3.307, 2.190)  0.004
H (-1.533, -3.391, -2.264)  -0.001
H (3.468, 0.452, 1.819)  0.000
C (0.239, -2.444, -0.765)  -0.056
C (-2.977, 2.421, -1.818)  0.000
C (0.344, 0.631, 3.093)  0.001
Co (0.292, -1.438, 0.924)  1.013
H (-2.364, 4.880, -4.073)  0.000
N (-1.762, 0.376, -1.424)  0.000
H (-0.429, -4.775, -2.413)  0.000
H (-0.498, 3.340, -4.613)  0.000
H (3.834, -0.331, -0.400)  0.001
C (-1.054, -4.205, -1.722)  -0.006
C (-1.200, 3.084, -3.828)  0.000
H (-0.233, 1.218, -3.401)  0.000
H (-1.801, -4.850, -1.268)  -0.001
O (-0.260, -3.688, -0.654)  -0.015
C (-1.924, 1.535, -2.108)  0.000
H (1.426, -0.900, -1.102)  0.000
H (1.922, 1.848, 1.565)  0.000
O (0.154, -1.855, -1.846)  -0.011
C (1.657, -0.099, 3.492)  0.003
S (-1.752, -2.166, 2.301)  0.001
H (-3.673, 2.156, -1.031)  0.000

Cartesian forces (eV/Å) of the 3 atoms listed first:
0.00 -0.03 0.04
0.06 0.06 -0.28
0.07 -0.06 -0.04

---

# 2
Below is a 2-piece molecular cluster, C14H25F5N2O3 overall in a non-equilibrium geometry, with properties calculated with ωB97M-V with the def2-TZVPD basis set.

The net charge is 0. The total energy comes out at -1382.98149 Ha. For the frontier orbital gap, the calculation gives 0.2840 hartree.

Each line ends with the Löwdin charge.
Cartesian coordinates (Å):
F (-3.323, 1.318, 0.045)  0.186
C (2.404, -0.501, -1.335)  -0.185
C (3.043, 0.345, -0.214)  -0.214
O (-2.409, -0.887, 3.778)  -0.028
H (-1.927, -0.801, -2.817)  0.129
H (0.275, -1.289, -2.504)  0.107
H (-0.746, 2.344, -0.217)  0.118
F (-3.124, 1.683, -3.084)  0.157
H (2.095, -2.565, -0.984)  0.109
H (3.220, -0.903, -1.928)  0.104
H (4.735, -0.122, 1.881)  0.063
H (0.570, 1.519, -0.928)  0.093
H (1.443, -1.531, 0.267)  0.079
H (-0.355, -2.714, 1.024)  0.097
C (0.177, -1.822, -1.566)  -0.101
C (-1.168, -1.413, -0.921)  -0.237
H (-0.114, -1.422, 2.182)  0.098
C (-1.526, 0.047, 4.379)  -0.821
F (-4.539, 2.550, -1.185)  0.217
C (-0.834, -1.879, 1.522)  0.049
F (-1.800, 3.182, -2.372)  0.157
C (-2.406, 2.050, -2.029)  -0.473
H (2.658, 0.105, 0.775)  0.091
H (2.797, 1.393, -0.377)  0.103
H (0.532, 0.285, 0.986)  0.105
H (1.824, 0.104, -2.025)  0.088
H (-1.807, -2.288, -0.894)  0.151
C (-1.337, 1.006, -1.787)  -0.163
H (5.002, 0.838, -0.870)  0.107
H (-2.975, -0.433, -1.466)  0.124
C (-3.311, 2.329, -0.812)  -0.614
F (-2.901, 3.387, -0.180)  0.218
H (-0.708, 1.072, -2.667)  0.149
H (-1.719, -2.164, 2.061)  0.088
H (-2.157, -0.644, 0.648)  0.169
C (4.583, 0.182, -0.114)  -0.272
C (-1.941, -0.420, -1.805)  -0.075
C (-0.434, 1.369, -0.571)  -0.054
H (4.572, 1.441, 1.454)  0.063
H (-2.808, -1.195, 4.601)  0.083
O (-1.622, 0.075, 5.608)  -0.019
C (1.513, -1.670, -0.804)  -0.160
N (5.058, 0.580, 1.226)  -0.013
H (0.088, -2.861, -1.859)  0.114
H (4.840, -0.860, -0.268)  0.107
O (-0.804, 0.681, 3.593)  -0.050
H (-0.980, 0.925, 1.466)  0.113
N (-1.178, -0.854, 0.449)  -0.064
C (-0.476, 0.430, 0.640)  -0.095

Cartesian forces (eV/Å) of the 3 atoms listed first:
0.10 -0.99 0.68
-0.15 -0.14 0.62
0.30 -0.21 -0.44

---

# 3
Below is C14H25F6NO11Zr as an isolated structure in a non-equilibrium geometry, with properties calculated with ωB97M-V with the def2-TZVPD basis set.

The net charge is 0. The total energy comes out at -2077.17704 Ha. The value obtained for the energy above the lowest of the compared OMol25 structures with the same formula, charge and spin is 11.8 kcal/mol. For the frontier orbital gap, the calculation gives 0.3282 hartree.

Each line ends with the Löwdin charge.
Cartesian coordinates (Å):
H (1.109, -0.746, -2.406)  0.115
H (-0.593, 0.949, -4.622)  0.087
C (0.227, 0.525, -4.043)  -0.038
H (3.798, -4.097, -1.002)  0.080
N (0.916, 0.050, -1.815)  -0.032
C (-0.094, 0.754, -2.550)  -0.396
H (1.737, 0.459, -2.237)  0.120
C (-3.019, 0.201, -0.498)  -0.033
O (1.346, -3.934, -0.423)  -0.075
Zr (0.434, 0.242, 0.420)  2.101
O (4.360, -0.881, -0.235)  0.111
H (0.500, 4.247, 1.034)  0.152
C (0.269, -3.428, 0.404)  -0.299
H (1.065, 1.156, -4.342)  0.091
F (-1.748, -4.012, -0.852)  0.096
H (-3.687, 0.958, -0.909)  0.111
H (-3.396, -0.813, -0.636)  0.106
F (-1.205, 4.448, -1.721)  0.124
H (-0.961, 4.077, 2.939)  0.127
C (3.430, -5.099, -0.784)  -0.087
H (5.147, -1.174, 0.231)  0.113
O (-1.135, 0.312, 2.145)  -0.091
O (0.139, -1.965, 0.317)  -0.324
H (-2.303, 0.778, -2.672)  0.133
H (-3.756, 3.372, 2.239)  0.080
H (3.284, -5.715, -1.671)  0.078
H (2.754, -4.575, 1.054)  0.121
C (3.808, -0.073, 0.688)  -0.781
C (2.280, -4.923, 0.136)  -0.248
O (2.612, 0.254, 0.626)  -0.146
F (-1.169, 5.944, -0.262)  0.129
C (-0.154, 3.733, 0.330)  -0.279
H (-1.807, 0.310, 4.291)  0.126
H (-3.232, 0.185, 0.570)  0.088
H (1.801, -5.877, 0.354)  0.114
F (-1.855, -3.904, 1.360)  0.140
H (0.454, -3.605, 1.463)  0.151
H (-3.089, 3.923, 3.748)  0.081
O (-1.336, 3.318, 1.114)  -0.109
C (-1.753, 4.082, 2.191)  -0.299
O (-1.585, 0.258, -0.769)  -0.283
C (-0.432, 0.400, 3.144)  -0.766
O (4.402, 0.308, 1.707)  0.043
C (-2.865, 3.324, 2.865)  -0.065
O (0.673, 0.508, 2.637)  -0.062
C (-0.445, 4.879, -0.709)  -0.498
H (-2.641, 2.295, 3.144)  0.056
H (0.357, -0.523, -4.311)  0.092
H (-2.115, 5.080, 1.947)  0.120
C (-1.041, -4.224, 0.323)  -0.545
H (4.185, -5.703, -0.281)  0.081
F (-0.706, -5.496, 0.311)  0.171
F (0.690, 5.351, -1.322)  0.117
H (-1.702, -0.774, -2.565)  0.142
O (0.438, 2.472, 0.066)  -0.288
C (-1.526, 0.219, -2.152)  -0.189
H (-0.010, 1.832, -2.410)  0.134
O (-0.854, 0.340, 4.400)  0.202

Cartesian forces (eV/Å) of the 3 atoms listed first:
-0.85 -1.88 0.95
-0.16 -0.26 -0.24
-1.21 1.05 0.02